The following is a DFT calculation (ωB97M-V/def2-TZVPD) of a structure of composition C31H47GeN6O6PbSSe at a distorted geometry.

Values from the calculation:
2S+1   1
E_HOMO   -15.87 eV
Gap between HOMO and LUMO   5.15 eV
Total charge   +3
Lowest unoccupied orbital energy   -10.73 eV

Structure (XYZ):
```
94
C31H47GeN6O6PbSSe | the Open Molecules 2025 dataset | ωB97M-V/def2-TZVPD
H -5.68 -8.35 -2.25
N 1.20 0.52 -0.79
H 4.93 -1.90 0.02
C -3.19 4.00 -1.09
C -1.18 -2.44 2.21
H 3.63 2.22 1.62
H 4.11 1.50 6.07
H -2.35 4.24 -4.40
C -2.00 1.71 -3.60
H 1.91 3.96 3.15
H 0.08 -0.66 2.45
H -4.47 -3.85 -0.37
H -1.49 -0.22 -6.91
H -4.62 6.93 -1.99
H -4.32 5.45 -0.02
H 5.81 0.44 -0.39
H -0.20 3.70 5.72
C -5.08 -8.06 -1.39
C 4.49 2.74 2.04
C 4.31 1.30 5.02
N 3.40 -0.25 -1.54
C -3.39 -1.31 -0.45
H 5.13 -3.15 -1.21
H 5.30 0.85 4.95
H -3.34 -0.26 -0.74
C -0.71 -1.19 1.97
C -2.35 -1.56 0.59
H 5.39 2.15 1.84
H -3.79 -3.93 1.97
H -4.25 -6.24 -2.27
H -0.80 2.04 6.02
Pb -0.66 1.47 0.11
C -2.71 1.19 -5.86
O -2.58 -6.76 -0.01
C 2.24 3.53 4.09
Se 1.10 2.01 4.41
H 3.59 0.57 4.65
C -4.84 -6.56 -1.41
C -0.76 0.10 -4.91
O -0.13 2.24 3.16
C -4.10 5.98 -2.10
H 5.15 5.34 4.32
H 4.77 4.56 5.87
C -0.95 0.76 -3.73
C -2.86 4.46 -3.48
C -2.70 3.58 -2.37
C -1.63 0.32 -5.99
H 6.58 0.83 -1.93
H -3.22 -1.92 -1.34
H 6.10 -1.46 -2.78
O 0.64 1.81 1.99
H 6.24 4.13 5.00
H 7.04 -1.54 -1.29
O -1.23 -4.37 3.44
N -2.22 -2.68 1.32
N -0.66 -3.32 3.23
C -3.57 5.63 -3.34
H 0.71 2.58 6.79
H -2.31 -4.74 1.56
H 2.79 -2.24 -1.22
C 4.96 -2.09 -1.06
C 0.09 2.66 5.90
C -3.53 -4.33 -0.12
H 2.05 4.24 4.90
O 0.31 -2.90 3.82
C 5.20 4.41 4.88
C 5.80 0.23 -1.47
O -4.68 -6.27 1.23
H 4.21 1.66 -1.82
C -2.98 -3.95 1.24
H 3.64 -1.95 -2.75
H 4.49 0.52 -3.15
S -3.87 -6.14 0.05
C -3.91 5.16 -0.98
C 3.62 -1.71 -1.68
H -3.68 6.30 -4.19
H -3.41 1.32 -6.67
C -2.91 1.87 -4.68
C 2.26 0.17 -1.14
H 4.60 3.70 1.55
Ge 4.20 2.97 3.98
H -4.38 -1.52 -0.06
C 6.07 -1.26 -1.70
H -4.13 -8.60 -1.44
H 0.07 -0.59 -5.03
N -2.08 2.39 -2.44
H -2.80 -4.25 -0.93
H -3.04 3.35 -0.24
C 4.46 0.63 -2.06
H -3.81 2.46 -4.54
H -5.77 -5.99 -1.32
H -0.27 0.64 -2.90
N -1.44 -0.65 0.95
H -5.61 -8.36 -0.49
```

The following is a DFT calculation (ωB97M-V/def2-TZVPD) of a cluster of 2 separate species, C14H16O in total at a distorted geometry.

Values from the calculation:
2S+1   1
SMILES   Cc1ccc(O)cc1.Cc1ccccc1
E_HOMO   -8.08 eV
Gap between HOMO and LUMO   8.80 eV
Total charge   0
Lowest unoccupied orbital energy   0.72 eV

Structure (XYZ):
```
31
C14H16O | the Open Molecules 2025 dataset | ωB97M-V/def2-TZVPD
C 1.92 -2.24 -0.98
C -0.39 -1.97 -0.50
H 1.83 1.77 1.02
C -0.96 3.02 1.24
H 1.97 3.40 0.61
C -0.24 -2.08 0.89
C 1.08 -1.90 1.29
O 2.95 -2.44 -1.83
H 2.89 -2.60 -2.78
C -2.02 1.85 -1.15
H 3.18 -1.80 0.63
C 2.17 -2.08 0.40
H 0.37 -2.28 -2.54
C -2.28 3.19 0.87
H 1.45 -1.83 2.30
H -2.33 -2.12 1.42
C -0.09 2.46 0.23
H -3.87 2.35 -0.41
H 1.86 2.08 -0.69
H -0.39 3.39 2.09
H -2.32 1.09 -1.87
H -1.29 -3.13 2.54
C 1.42 2.48 0.28
H -1.11 -1.55 2.72
C -1.33 -2.23 1.86
H 0.16 1.77 -1.73
H -1.46 -1.84 -0.84
C -2.81 2.56 -0.27
C -0.63 1.94 -0.95
H -2.90 3.68 1.62
C 0.58 -2.15 -1.47
```

The following is a DFT calculation (ωB97M-V/def2-TZVPD) of a structure of composition C3H3BrO at a distorted geometry.

Values from the calculation:
2S+1   1
E_HOMO   -8.32 eV
Gap between HOMO and LUMO   5.83 eV
Total charge   0
Lowest unoccupied orbital energy   -2.50 eV

Structure (XYZ):
```
8
C3H3BrO | the Open Molecules 2025 dataset | ωB97M-V/def2-TZVPD
H 1.69 0.74 -1.16
C 0.60 -0.59 1.22
H -0.91 -0.10 0.00
O 0.64 -0.91 2.29
C 0.70 0.58 -1.07
H -0.12 0.77 -1.60
C 0.28 -0.17 -0.01
Br -2.89 -0.33 0.34
```

The following is a DFT calculation (ωB97M-V/def2-TZVPD) of a cluster of 9 separate species, C64H147N9O13 in total at a distorted geometry.

Values from the calculation:
2S+1   1
SMILES   CC1(C)CCCC(C)(C)N1O.CC1(C)CCCC(C)(C)N1O.CC1(C)CCCC(C)(C)N1O.CC1(C)CCCC(C)(C)N1O.COC[C@H](C)N.COCCNCCOC.COCCNCCOC.COCCNCCOC.COCCNCCOC
E_HOMO   -8.15 eV
Gap between HOMO and LUMO   8.28 eV
Total charge   0
Lowest unoccupied orbital energy   0.13 eV

Structure (XYZ):
```
233
C64H147N9O13 | the Open Molecules 2025 dataset | ωB97M-V/def2-TZVPD
C -6.38 4.82 23.46
C -1.54 10.12 25.73
C -6.26 13.65 19.13
H 4.43 5.55 12.83
H -2.89 0.78 21.79
C 1.44 4.92 15.43
H -7.78 -2.92 29.32
O -6.08 7.39 28.73
H -13.50 13.05 32.76
H -2.80 13.94 26.80
C 5.23 3.59 12.70
H -7.32 12.32 13.52
H -1.16 14.61 25.35
C -3.44 7.46 20.40
N -7.42 -1.58 26.17
H -11.53 6.75 28.17
C -7.67 -2.81 28.25
H -1.63 0.08 26.04
H -0.81 -1.47 23.74
H -8.39 3.70 17.40
H 0.06 -0.08 25.57
H 0.95 10.46 25.93
C -12.56 11.45 31.67
H -7.21 5.08 24.12
H 1.77 5.57 13.45
C 7.18 2.62 13.86
H -8.97 13.97 18.73
H -0.12 12.23 29.88
O -5.11 12.80 16.52
H -6.08 0.07 27.60
H -10.32 9.66 24.35
C 2.41 5.42 14.32
H -6.77 4.21 22.64
H -3.82 5.67 22.36
H -5.64 5.28 29.06
C -8.08 -1.56 23.76
H -4.93 5.31 21.03
C 1.33 -2.61 25.35
H -6.96 5.47 16.38
C -0.94 11.32 26.48
H -6.88 2.57 11.28
O -1.90 10.48 28.54
C -9.66 -0.83 25.57
H -10.28 3.82 13.60
H -1.99 14.98 27.74
H -7.81 -0.51 23.59
H -7.21 -2.16 23.50
H -13.55 10.63 34.18
H 0.74 10.41 27.70
H 8.13 3.13 13.98
C -8.36 3.22 16.42
C -13.26 8.26 29.70
C -0.87 13.89 26.12
H -9.91 -3.34 26.16
H -2.66 9.99 28.22
H -7.50 6.14 14.81
C 1.65 3.77 17.45
H -9.47 13.00 16.42
C -0.90 -0.59 25.57
H 1.19 -1.91 24.53
O -6.34 -2.39 25.88
H -9.66 5.60 16.66
H -8.55 2.08 11.72
C -7.03 12.32 14.57
H -6.67 10.96 17.90
C -6.37 -0.71 28.31
H -6.43 1.10 13.37
H -10.67 4.72 15.47
C -1.54 12.90 28.36
H -9.23 2.57 16.33
H -7.80 11.73 15.08
H -0.20 -1.65 27.23
C -13.60 9.43 30.69
H -0.22 13.99 29.69
H 0.12 14.15 26.51
O -14.82 11.40 32.70
H -6.63 -0.23 29.25
H -7.21 10.23 27.69
C -10.71 8.99 25.11
H -11.42 9.59 25.68
H -5.58 -1.83 25.71
C -14.54 11.05 34.02
H -12.49 5.64 29.23
O 0.02 -2.89 25.81
O -4.49 7.32 21.32
C -9.15 -3.26 25.38
C -5.92 4.66 14.83
C 0.54 10.98 26.79
H -9.69 6.08 15.03
H -6.47 1.86 14.88
H -5.68 15.40 14.77
C -7.19 5.24 15.35
C -1.83 14.00 27.30
H -8.63 -3.26 28.02
H -2.66 14.20 29.89
H 3.41 4.39 11.90
O -1.25 -0.34 21.15
N -8.56 9.23 28.91
C -5.78 6.06 28.32
H -8.35 10.16 25.65
C -9.15 14.03 16.57
H -8.01 1.23 14.34
H -6.31 4.84 12.69
C -8.32 14.11 17.86
H -1.72 -2.42 26.67
H 7.37 2.15 12.90
H -9.23 8.47 28.93
C -7.05 13.25 17.81
H -3.56 6.79 19.55
H -5.78 14.62 19.08
C -8.44 4.31 15.36
C -0.80 -1.93 26.36
H 1.77 3.96 18.51
H -5.72 4.24 24.11
C -8.78 -0.55 27.95
H -5.40 13.01 19.31
C -2.65 13.23 29.39
H -2.52 12.67 30.32
C -1.71 0.32 23.51
C -6.93 13.71 15.29
H -0.26 12.34 24.74
C -1.03 12.51 25.50
H -13.19 8.62 28.67
O -9.55 8.66 25.91
C -0.23 13.04 29.15
C -7.39 3.11 13.33
H -2.45 0.95 24.01
C -7.78 2.85 11.81
H -11.80 10.33 30.14
H -8.19 8.86 30.91
H -2.30 -1.79 20.05
C -7.94 9.42 27.59
C -13.82 12.23 32.12
N -12.71 10.57 30.52
C -7.09 1.70 14.00
H -11.23 8.11 24.72
H -12.14 10.92 32.52
C -7.42 11.74 18.03
H -8.16 3.76 11.36
H -6.15 11.68 14.66
H 1.90 -2.22 26.19
H -9.44 0.17 25.19
O 2.07 4.92 16.70
H -1.98 12.59 24.96
C -8.55 -1.84 25.19
C 4.00 4.55 12.81
O -9.71 3.08 13.83
H -6.65 5.86 27.69
H 4.14 4.26 14.73
H 1.12 3.90 15.23
C -8.31 14.43 15.37
C -4.71 6.01 21.84
H -14.86 11.86 34.68
H -4.97 5.92 27.60
N 3.37 4.35 14.08
H -9.59 -3.64 24.46
O -12.17 7.47 30.15
H -13.57 9.01 31.70
H 2.91 6.35 14.59
H 4.83 2.61 12.46
H -5.50 6.85 23.61
N -7.01 6.65 22.12
H -6.64 14.72 13.48
C -10.01 -0.80 27.10
H 1.24 11.82 26.81
H -7.46 2.61 16.47
H -10.60 -1.67 27.40
H -6.88 -3.49 27.92
H 0.63 13.10 28.48
H -2.59 -0.17 19.61
C -2.27 -0.05 22.13
C -7.63 8.86 29.97
H -9.67 10.59 26.76
H -7.78 6.69 29.58
C -7.03 7.45 29.78
H -3.66 13.04 29.01
H -5.30 13.76 13.96
H 1.77 -3.55 25.01
C -11.78 6.47 29.19
H -7.32 8.59 27.24
H -2.62 10.20 25.60
C -9.71 5.18 15.65
H -0.81 0.93 23.48
H -2.85 -0.97 22.18
H -8.97 14.01 14.60
H -9.98 14.73 16.59
H -8.33 -3.95 25.59
H -1.35 9.13 26.16
H -10.74 0.00 27.27
C -1.80 -0.82 19.99
H 2.34 2.98 17.16
H -10.52 -1.19 25.00
H -10.84 5.99 29.47
C -5.86 6.14 22.86
H 0.59 5.60 15.38
H -9.14 -0.71 28.97
H -8.47 0.47 27.73
H -3.34 8.52 20.15
C -7.59 -1.45 27.64
H -6.61 7.38 21.54
N -8.51 3.79 13.96
H 7.12 1.81 14.59
H -8.81 -1.65 22.96
H -2.48 7.20 20.85
N -1.44 -0.85 24.24
H -5.38 3.92 15.42
H -5.48 -1.32 28.48
H -4.40 13.28 16.95
N -1.78 11.58 27.69
O 6.05 3.55 13.87
N -6.25 13.58 16.62
H -6.61 7.08 30.72
H -5.20 5.48 14.72
H -15.21 10.24 34.32
H -8.21 11.41 17.36
H 0.61 3.52 17.23
H -7.51 7.09 22.88
H -0.95 -1.00 19.32
H -11.81 12.16 31.34
C -6.17 4.04 13.42
H -7.98 11.73 18.96
H -7.90 15.11 17.91
H -5.22 3.60 13.10
H -14.25 12.70 31.24
H -6.85 13.65 20.04
H -1.27 10.12 24.68
H -8.29 15.51 15.23
H -14.66 9.66 30.59
C -6.05 14.46 14.35
H 5.94 3.82 11.90
H -6.87 9.63 29.87
H -14.12 7.59 29.75
C -8.95 9.81 26.49
```

The following is a DFT calculation (ωB97M-V/def2-TZVPD) of a cluster of 3 separate species, C8H13I2NO11S2 in total at a distorted geometry.

Values from the calculation:
2S+1   1
SMILES   NC[C@]1(I)OC(=O)O[C@@H]1I.O=S1(=O)OCCO1.O=S1(=O)OCCO1
E_HOMO   -9.99 eV
Gap between HOMO and LUMO   9.52 eV
Total charge   0
Lowest unoccupied orbital energy   -0.47 eV

Structure (XYZ):
```
37
C8H13I2NO11S2 | the Open Molecules 2025 dataset | ωB97M-V/def2-TZVPD
C 0.95 1.23 0.24
H 3.77 1.45 0.02
O -0.14 2.08 0.65
H 3.90 4.27 0.07
H 0.43 -6.13 2.82
H 3.78 2.63 -1.27
N 3.53 3.50 0.61
H 2.35 -4.44 3.65
C 1.21 -5.65 2.24
O -5.61 1.10 -3.65
O 2.47 -4.41 -0.56
C -3.74 2.25 -0.93
H -4.01 1.99 0.09
O -1.01 3.94 -0.23
H 4.31 3.22 1.19
H 2.07 -6.32 2.14
S -5.40 0.98 -2.26
H -2.50 1.50 -2.51
C -3.00 1.14 -1.61
S 1.48 -4.01 0.38
O -6.38 0.43 -1.40
C 3.30 2.37 -0.33
I 1.78 0.29 1.97
O 0.50 -3.03 0.09
H 0.45 0.51 -0.40
C -0.17 3.17 -0.14
H -3.17 3.17 -0.92
O -4.95 2.41 -1.69
I 1.89 1.07 -2.57
O 2.23 -3.60 1.75
C 1.64 -4.32 2.84
H 0.77 -3.75 3.20
O -4.01 0.20 -2.00
O 1.02 3.28 -0.83
H -2.28 0.67 -0.95
O 0.74 -5.32 0.93
C 1.82 2.16 -0.63
```

The following is a DFT calculation (ωB97M-V/def2-TZVPD) of a structure of composition C23H33AsN2OOsS.

Values from the calculation:
2S+1   5
Expectation value of S²   6.051
E_HOMO (spin up / spin down)   -21.05 / -21.16 eV
Gap between HOMO and LUMO (spin up / spin down)   6.94 / 6.12 eV
Total charge   +4
Lowest unoccupied orbital energy (spin up / spin down)   -14.11 / -15.04 eV

Structure (XYZ):
```
62
C23H33AsN2OOsS | the Open Molecules 2025 dataset | ωB97M-V/def2-TZVPD
H 3.24 2.97 2.25
H 3.06 3.15 0.52
H 1.06 -3.21 -0.80
O -1.67 -2.31 -0.84
H -0.71 -2.47 4.63
H -3.27 4.16 0.47
C -2.78 0.17 -0.15
H 1.36 -0.95 -2.56
H 0.89 3.51 -0.61
N 0.37 -1.97 1.47
H -0.71 2.94 -0.14
C 2.54 -2.64 0.48
H -0.76 3.71 -2.51
C 0.00 -2.40 3.81
H -4.07 2.61 -2.85
C -3.48 0.60 -2.45
H -1.48 -1.80 2.39
C 2.35 0.76 -1.60
H 4.02 -2.97 4.05
H -4.80 4.00 -0.38
H -3.39 4.52 -1.27
H 0.59 2.70 -2.94
C -3.69 1.93 -2.09
H 2.61 -3.11 -1.49
C 3.94 -2.79 0.68
C 1.35 -2.59 4.01
As 0.99 1.12 -0.24
C -3.72 3.85 -0.47
H -4.13 -3.83 -1.11
H 1.76 3.66 1.62
C 0.13 2.76 -0.81
C -3.44 2.42 -0.80
H 2.72 -0.29 -3.44
C -4.28 -2.75 -1.06
C 2.52 2.90 1.44
H -0.97 1.96 -2.53
C 1.94 1.49 1.42
Os -0.49 -0.88 -0.11
H -4.40 -2.39 -0.04
C 1.87 -0.02 -2.82
H 1.74 -2.78 5.01
H 1.20 0.57 -3.44
C 2.21 -2.57 2.90
C -0.44 -2.06 2.55
H 5.53 -3.04 2.08
C 3.62 -2.82 3.05
H 1.25 1.31 2.25
C -0.27 2.76 -2.28
H -3.70 0.26 -3.45
H -2.74 -0.55 0.68
C 4.47 -2.87 1.94
H -2.83 1.87 1.18
H -5.14 -2.47 -1.68
H 3.17 0.27 -1.08
S -2.87 -1.99 -1.83
H 2.71 1.76 -1.89
H 2.73 0.73 1.46
N 2.00 -2.83 -0.72
C -3.04 -0.28 -1.47
C -2.97 1.53 0.16
C 1.68 -2.35 1.63
H 4.58 -2.95 -0.19
```

| no. | DFT total energy (hartree) |
| --- | --- |
| 1 | -7057.6419 |
| 2 | -618.2374 |
| 3 | -2765.2410 |
| 4 | -3997.0173 |
| 5 | -2586.7369 |
| 6 | -3803.9405 |